*A*
Density functional theory data (the ωB97M-V functional and the def2-TZVPD basis) for a molecular structure, C4H10S2.

Computed properties:
- M (g/mol) = 122.26
- HOMO-LUMO gap (eV) = 6.72

Geometry as ORCA input:
```
! RIJCOSX wB97M-V def2-TZVPD def2/J DEFGRID3
* xyz 0 1
C -2.652 -0.542 -0.263
C -1.992 0.684 -0.284
S -0.618 -1.437 1.819
S 0.658 0.155 1.559
C 1.614 -0.424 0.117
C 2.680 0.611 -0.254
H -1.648 -0.365 0.537
H -3.640 -0.521 0.171
H -2.449 -1.232 -1.065
H -1.249 0.764 -1.069
H -2.440 1.590 0.092
H 0.969 -0.570 -0.750
H 2.042 -1.369 0.451
H 2.164 1.546 -0.476
H 3.364 0.872 0.547
H 3.197 0.236 -1.132
*
```

---

*B*
Density functional theory data (the ωB97M-V functional and the def2-TZVPD basis) for a single C4H10S2 molecule.

Computed properties:
- M (g/mol) = 122.26
- SMILES = CCSSCC
- HOMO-LUMO gap (eV) = 9.60

Geometry as ORCA input:
```
! RIJCOSX wB97M-V def2-TZVPD def2/J DEFGRID3
* xyz 0 1
C 0.127 1.385 -1.751
C 1.251 0.376 -1.370
S 1.922 0.479 0.316
S 0.436 0.953 1.538
C -0.422 -0.546 2.026
C -1.157 -1.357 0.986
H 0.154 1.461 -2.834
H 0.363 2.333 -1.279
H -0.823 1.001 -1.391
H 2.056 0.570 -2.078
H 0.948 -0.656 -1.545
H 0.277 -1.091 2.649
H -1.236 -0.140 2.645
H -1.961 -1.932 1.436
H -0.454 -2.065 0.524
H -1.481 -0.770 0.127
*
```

---

The least stable of them is *A*.

---

*A*
Density functional theory data (the ωB97M-V functional and the def2-TZVPD basis) for 2 unconnected molecules or ions with the total composition C4H10Cl2NP.

Computed properties:
- M (g/mol) = 174.01
- HOMO-LUMO gap (spin up / spin down) (eV) = 6.92 / 8.21

Geometry as ORCA input:
```
! RIJCOSX wB97M-V def2-TZVPD def2/J DEFGRID3
* xyz 0 1
C -1.763 -0.410 -0.375
C -0.602 0.921 1.330
C -0.566 0.532 -0.169
C 0.721 -0.154 -0.405
N 1.023 -0.848 -1.526
P 1.737 -0.719 0.986
Cl 1.083 -2.700 -1.279
Cl 0.025 -0.622 -2.969
H -1.883 -0.819 -1.324
H -1.622 -1.130 0.488
H -2.800 0.071 -0.242
H 0.317 1.576 1.650
H -1.473 1.398 1.535
H -0.590 -0.036 1.804
H -0.393 1.454 -0.820
H 1.990 1.480 -0.757
H 1.877 0.378 1.727
H 2.919 -0.372 0.348
*
```

---

*B*
Density functional theory data (the ωB97M-V functional and the def2-TZVPD basis) for 2 unconnected molecules or ions with the total composition C4H10Cl2NP.

Computed properties:
- M (g/mol) = 174.01
- HOMO-LUMO gap (spin up / spin down) (eV) = 7.11 / 8.47

Geometry as ORCA input:
```
! RIJCOSX wB97M-V def2-TZVPD def2/J DEFGRID3
* xyz 0 1
C -0.191 0.658 1.718
C 1.321 0.506 -0.318
C -0.158 0.680 0.185
C -1.290 -0.248 -0.442
N -2.642 0.030 -0.431
P -1.027 -2.053 -0.391
Cl -3.642 -1.124 0.502
Cl -3.240 1.675 0.118
H -1.274 0.491 2.160
H 0.456 -0.187 2.058
H 0.109 1.560 2.028
H 1.263 0.001 -1.352
H 1.651 1.479 -0.402
H 1.897 0.020 0.327
H -0.614 1.716 0.032
H -1.323 0.650 -2.424
H 0.123 -2.055 -1.136
H -1.939 -2.456 -1.544
*
```

---

The least stable of them is *B*.

---

*A*
Density functional theory data (the ωB97M-V functional and the def2-TZVPD basis) for a single C4H6F2O molecule.

Computed properties:
- M (g/mol) = 108.09
- SMILES = O=CC(CF)CF
- HOMO-LUMO gap (eV) = 11.03

Geometry as ORCA input:
```
! RIJCOSX wB97M-V def2-TZVPD def2/J DEFGRID3
* xyz 0 1
C -1.313 0.293 -0.193
C 0.170 -0.019 -0.306
C 0.826 -0.212 1.063
C 0.873 1.131 -1.022
H -1.727 0.512 -1.188
H -1.497 1.227 0.420
H 0.312 -0.924 -0.922
H 1.898 -0.407 0.929
H 0.678 0.655 1.715
H 0.836 2.134 -0.471
O 1.468 1.017 -2.064
F -1.994 -0.757 0.375
F 0.263 -1.298 1.711
*
```

---

*B*
Density functional theory data (the ωB97M-V functional and the def2-TZVPD basis) for 2 unconnected molecules or ions with the total composition C4H6F2O.

Computed properties:
- M (g/mol) = 108.09
- HOMO-LUMO gap (eV) = 10.29

Geometry as ORCA input:
```
! RIJCOSX wB97M-V def2-TZVPD def2/J DEFGRID3
* xyz 0 1
C 3.071 0.334 1.931
C 2.280 -0.183 1.037
C -2.588 -0.420 -0.723
C -0.157 0.006 -0.803
O -1.232 -0.340 -0.099
F -0.308 1.333 -1.428
F 0.045 -0.873 -1.877
H 3.879 -0.183 2.283
H 2.889 1.296 2.362
H 0.655 0.131 -0.177
H -3.030 0.628 -0.776
H -3.125 -0.956 0.067
H -2.379 -0.774 -1.796
*
```

---

*C*
Density functional theory data (the ωB97M-V functional and the def2-TZVPD basis) for a single C4H6F2O molecule.

Computed properties:
- M (g/mol) = 108.09
- SMILES = CO/C=C\C(F)F
- HOMO-LUMO gap (eV) = 10.17

Geometry as ORCA input:
```
! RIJCOSX wB97M-V def2-TZVPD def2/J DEFGRID3
* xyz 0 1
C 2.236 0.442 0.199
C 0.164 -0.714 -0.303
C -1.152 -0.757 -0.381
C -1.988 0.283 0.270
H 2.739 -0.135 -0.537
H 2.438 1.537 0.053
H 2.638 0.172 1.119
H 0.835 -1.530 -0.627
H -1.619 -1.549 -0.995
H -1.685 0.718 1.224
O 0.801 0.411 0.092
F -3.222 -0.270 0.456
F -2.186 1.392 -0.569
*
```

---

The least stable of them is *B*.